Entry from the OMol25 dataset: a molecular structure, C6H18Cl3CrN6O24 in a non-equilibrium geometry (ωB97M-V/def2-TZVPD).

## Properties
- 2S+1 = 5
- Kohn-Sham gap (spin up / spin down) (eV) = 6.85 / 6.80
- charge = -1
- highest occupied orbital energy (spin up / spin down) (eV) = -5.84 / -5.84
- E_LUMO (spin up / spin down) (Ha) = 0.037 / 0.035

Last column: Mulliken charge in e.
Atoms and positions in Å:
Cr1 25.34385 -13.23870 12.84583  1.533
Cl1 27.22869 -10.66555 14.52008  1.662
O1 27.88397 -9.54425 13.91711  -0.703
O2 28.22622 -11.67009 14.83550  -0.700
O3 26.52109 -10.30581 15.69656  -0.655
O4 26.33807 -11.22910 13.52822  -0.663
Cl2 25.99573 -11.76158 9.28377  1.869
O5 27.39616 -11.85107 8.94061  -0.728
O6 25.20651 -12.56936 8.38945  -0.737
O7 25.81626 -12.32640 10.59969  -0.710
O8 25.59033 -10.39525 9.23325  -0.651
Cl3 22.73188 -10.37205 12.96227  1.833
O9 23.41092 -11.62700 12.73730  -0.666
O10 22.84661 -9.98472 14.33171  -0.707
O11 23.37187 -9.35680 12.12265  -0.692
O12 21.35005 -10.49859 12.63761  -0.701
C1 28.48913 -15.42735 15.04417  -0.941
N1 27.33875 -14.48568 15.29372  0.560
O13 26.51047 -14.31168 14.41738  -0.168
O14 27.28923 -13.95331 16.37435  -0.454
H1 29.20847 -14.99350 15.73842  0.400
H2 28.84546 -15.37473 14.02232  0.241
H3 28.19192 -16.37367 15.48638  0.282
C2 22.23674 -14.78944 8.97300  -0.848
N2 22.17169 -14.08617 10.26625  0.795
O15 21.13513 -13.57329 10.58404  -0.507
O16 23.20083 -14.03540 10.91064  -0.238
H4 23.16929 -15.33776 8.92450  0.253
H5 22.23159 -14.02125 8.20209  0.309
H6 21.35955 -15.42377 8.87994  0.305
C3 22.88059 -16.41518 14.94763  -0.896
N3 22.74375 -15.36739 13.90870  0.597
O17 21.69167 -15.34715 13.31774  -0.508
O18 23.70412 -14.69261 13.61874  0.010
H7 23.86997 -16.30416 15.38260  0.214
H8 22.65380 -17.40694 14.58222  0.296
H9 22.18470 -16.01401 15.68784  0.343
C4 24.74785 -12.05516 17.41325  -0.925
N4 24.17490 -12.92732 16.33056  0.810
O19 23.25515 -13.66292 16.63091  -0.598
O20 24.58619 -12.71020 15.22171  0.045
H10 24.30405 -12.43164 18.33601  0.385
H11 24.42858 -11.03463 17.23453  0.287
H12 25.80986 -12.20214 17.57542  0.248
C5 24.68020 -17.03919 10.79145  -0.645
N5 25.79174 -16.05684 10.91804  0.637
O21 26.83782 -16.29568 10.38963  -0.495
O22 25.62124 -15.20223 11.76471  -0.141
H13 23.74937 -16.48680 10.88432  0.098
H14 24.80403 -17.71769 11.63057  0.269
H15 24.77644 -17.50693 9.81708  0.295
C6 29.68151 -12.13698 11.75031  -0.768
N6 29.07646 -13.50110 11.83263  0.783
O23 29.80207 -14.43723 11.59193  -0.576
O24 27.90899 -13.59396 12.10705  -0.146
H16 28.95667 -11.36601 12.00315  0.198
H17 29.98279 -12.13262 10.70628  0.331
H18 30.47224 -12.00451 12.48366  0.274